No. 1
Formula: BrMgPd
Source: OMol25
Level of theory: ωB97M-V/def2-TZVPD

Structure (XYZ):
```
3
BrMgPd ωB97M-V/def2-TZVPD
Pd -1.28 0.76 1.18
Mg 1.39 -0.92 -0.78
Br -0.11 0.16 -0.39
```

Its orbital gap (alpha / beta) is 12.163 / 7.701 eV. As for the largest force on an atom: 14.44 eV Å⁻¹. For the total energy, the calculation gives -2900.38453 Eh. The energy relative to the best compared isomer or geometry (same formula, charge and spin) comes out at 4.697 eV. Its spin multiplicity is 3. As for the net charge: +3. Its expectation value of S² is 2.00.

---

No. 2
Formula: C6H22N2O4
Source: OMol25
Level of theory: ωB97M-V/def2-TZVPD

Structure (XYZ):
```
34
C6H22N2O4 ωB97M-V/def2-TZVPD
C 0.56 2.76 0.04
C 0.54 1.28 -0.63
C 1.60 1.28 -1.65
C 1.37 0.46 -2.95
C 1.13 0.95 -4.17
N 0.45 0.29 0.42
C -0.94 -0.20 0.73
N -1.43 0.82 1.70
H -0.44 3.17 0.44
H 1.01 2.72 1.05
H 0.83 3.57 -0.59
H -0.48 1.37 -1.27
H 2.15 2.31 -1.91
H 2.72 0.94 -1.38
H 1.02 -0.48 -2.76
H 1.55 1.95 -4.59
H 1.04 0.33 -5.12
H 1.05 -0.55 0.20
H -1.54 -0.21 -0.23
H -0.99 -1.17 1.25
H -0.65 1.40 2.01
H -2.16 1.50 1.42
H 0.73 -4.06 -0.89
H -0.35 -3.40 -0.29
O 0.60 -3.23 -0.60
H 0.69 -0.27 2.83
H 0.94 0.51 4.20
O 0.97 -0.44 3.73
H -1.68 -0.44 4.33
H -0.53 -1.25 4.95
O -1.44 -1.32 4.63
H -3.28 -2.94 -1.24
H -2.58 -4.01 -2.30
O -2.44 -3.63 -1.37
```

Its orbital gap is 9.331 eV. As for the largest force on an atom: 7.03 eV Å⁻¹. For the total energy, the calculation gives -652.11344 Eh. The energy relative to the best compared isomer or geometry (same formula, charge and spin) comes out at 4.819 eV. As for the structure (SMILES): C=CC[C@H](C)NCN.O.O.O.O.

---

No. 3
Formula: C17H32I2NaO3P
Source: OMol25
Level of theory: ωB97M-V/def2-TZVPD

Structure (XYZ):
```
56
C17H32I2NaO3P ωB97M-V/def2-TZVPD
C 3.10 -2.57 0.02
C 4.18 -1.97 -0.89
C 3.87 -0.60 -1.51
C 2.46 -0.41 -2.06
C 2.28 0.92 -2.78
C 2.12 2.18 -1.90
C 1.33 2.01 -0.60
C 2.14 1.65 0.65
C 1.42 1.97 1.97
C 1.13 0.77 2.89
C 0.57 -0.49 2.24
C -0.97 -0.53 2.07
C -1.37 -0.81 0.62
C -2.87 -0.78 0.34
C -3.58 0.43 0.53
I -2.57 2.32 0.46
C -4.90 0.59 0.75
C -5.78 1.80 0.85
I -5.92 -1.23 0.98
P -3.09 -1.36 -1.31
O -1.97 -1.09 -2.24
O -3.46 -2.94 -1.26
O -4.53 -0.91 -1.87
H 3.14 -3.66 -0.02
H 3.25 -2.29 1.07
H 2.09 -2.29 -0.27
H 4.45 -2.68 -1.66
H 5.08 -1.85 -0.28
H 4.14 0.20 -0.82
H 4.55 -0.48 -2.36
H 2.29 -1.21 -2.79
H 1.69 -0.54 -1.30
H 3.15 1.06 -3.42
H 1.42 0.85 -3.45
H 1.57 2.90 -2.50
H 3.09 2.65 -1.70
H 0.51 1.31 -0.77
H 0.86 2.97 -0.38
H 3.05 2.25 0.59
H 2.47 0.61 0.63
H 2.05 2.65 2.54
H 0.49 2.52 1.77
H 0.44 1.09 3.67
H 2.07 0.52 3.40
H 1.03 -0.68 1.28
H 0.85 -1.33 2.87
H -1.44 0.38 2.44
H -1.36 -1.35 2.69
H -0.80 -0.16 -0.05
H -1.02 -1.83 0.41
H -5.63 2.48 0.01
H -5.56 2.34 1.78
H -6.83 1.53 0.86
H -2.64 -3.43 -1.10
H -4.54 0.06 -1.91
Na -7.49 -3.55 0.83
```

Its orbital gap is 3.930 eV. As for the largest force on an atom: 1.32 eV Å⁻¹. For the total energy, the calculation gives -1991.71369 Eh. The energy relative to the best compared isomer or geometry (same formula, charge and spin) comes out at 0.000 eV.

---

No. 4
Formula: C2H4BrCl
Source: OMol25
Level of theory: ωB97M-V/def2-TZVPD

Structure (XYZ):
```
8
C2H4BrCl ωB97M-V/def2-TZVPD
C 0.09 0.46 -1.04
C -0.16 -0.55 0.97
Cl 1.55 -0.15 -1.70
Br -0.74 0.84 2.10
H 0.11 1.50 -0.77
H -0.79 0.08 -1.54
H 0.85 -0.87 1.18
H -0.91 -1.30 0.81
```

Its orbital gap is 9.272 eV. As for the largest force on an atom: 4.09 eV Å⁻¹. For the total energy, the calculation gives -3112.71531 Eh. The energy relative to the best compared isomer or geometry (same formula, charge and spin) comes out at 2.672 eV.

---

No. 5
Formula: C16H16Br2ClNO4S
Source: OMol25
Level of theory: ωB97M-V/def2-TZVPD

Structure (XYZ):
```
41
C16H16Br2ClNO4S ωB97M-V/def2-TZVPD
C 5.07 -3.15 1.44
C 4.11 -2.25 0.44
Br 4.56 -1.79 -1.46
C 2.84 -1.73 1.01
Br 2.42 -2.17 2.96
C 1.73 -0.79 0.25
C 0.31 -1.52 -0.23
C -0.90 -0.64 -0.98
C -2.35 -1.27 -1.45
C -3.13 -2.13 -0.28
C -4.74 -2.18 -0.60
Cl -2.48 -3.89 -0.33
C -0.59 0.95 -1.20
C 0.83 1.66 -0.77
C 2.03 0.83 -0.04
C 3.42 1.60 0.39
C 0.67 3.23 -1.22
O 1.58 4.14 -1.61
N -0.87 3.39 -1.12
S -1.36 3.68 0.53
C -2.48 2.37 1.26
O -0.13 3.87 1.49
O -2.14 5.04 0.59
C -1.47 2.18 -1.83
O -2.43 2.23 -2.75
H 4.48 -4.05 1.94
H 6.01 -3.56 0.86
H 5.37 -2.41 2.33
H 0.14 -2.67 -0.03
H -3.07 -0.37 -1.77
H -2.19 -1.90 -2.42
H -2.92 -1.64 0.78
H -4.86 -2.76 -1.63
H -5.20 -1.08 -0.67
H -5.28 -2.83 0.22
H 3.22 2.17 1.40
H 3.65 2.40 -0.44
H 4.33 0.83 0.49
H -2.09 1.26 1.13
H -2.49 2.56 2.44
H -3.58 2.38 0.84
```

Its orbital gap is 7.471 eV. As for the largest force on an atom: 9.77 eV Å⁻¹. For the total energy, the calculation gives -6980.81079 Eh. As for the structure (SMILES): C/C(Br)=C(\Br)c1cc(C[C@@H](C)Cl)c2c(c1C)C(=O)N(S(C)(=O)=O)C2=O.

---

No. 6
Formula: C24H24BrFeN5
Source: OMol25
Level of theory: ωB97M-V/def2-TZVPD

Structure (XYZ):
```
55
C24H24BrFeN5 ωB97M-V/def2-TZVPD
Fe 0.57 -0.05 0.47
C -0.84 0.18 -2.28
C 0.17 -0.86 -2.82
C 1.61 -0.51 -2.54
C 2.55 -0.49 -3.56
C 3.86 -0.12 -3.27
C 4.20 0.20 -1.96
C 3.21 0.12 -1.00
N 1.95 -0.22 -1.28
N -1.38 -0.12 -0.93
C -2.10 -1.40 -0.94
C -1.32 -2.54 -0.34
C -1.81 -3.84 -0.41
C -1.09 -4.87 0.16
C 0.13 -4.58 0.76
C 0.55 -3.26 0.79
N -0.16 -2.27 0.26
C -2.28 0.96 -0.51
C -1.56 2.24 -0.16
C -2.23 3.46 -0.15
C -1.54 4.60 0.19
C -0.18 4.50 0.48
C 0.40 3.25 0.47
N -0.28 2.14 0.18
H -1.68 0.24 -2.98
H -0.36 1.16 -2.25
H 0.04 -0.93 -3.90
H -0.05 -1.84 -2.40
H 2.28 -0.76 -4.57
H 4.59 -0.07 -4.06
H 5.20 0.51 -1.70
H 3.42 0.35 0.04
H -2.39 -1.67 -1.96
H -3.03 -1.30 -0.37
H -2.76 -4.04 -0.90
H -1.47 -5.88 0.14
H 0.73 -5.36 1.21
H 1.48 -2.98 1.25
H -2.80 0.64 0.40
H -3.04 1.16 -1.28
H -3.28 3.50 -0.39
H -2.04 5.55 0.24
H 0.41 5.37 0.72
H 1.45 3.12 0.69
Br 1.34 2.65 5.62
C 0.67 1.08 4.82
C 0.00 0.12 5.57
C -0.51 -0.99 4.91
C -0.34 -1.09 3.53
N 0.33 -0.18 2.82
C 0.82 0.88 3.45
H -0.12 0.24 6.63
H -1.03 -1.76 5.45
H -0.73 -1.94 2.99
H 1.35 1.61 2.84
```

Its orbital gap (alpha / beta) is 9.606 / 8.644 eV. As for the largest force on an atom: 1.68 eV Å⁻¹. For the total energy, the calculation gives -5040.02079 Eh. Its spin multiplicity is 5. As for the net charge: +2. Its expectation value of S² is 6.01.

---

No. 7
Formula: C20H56Cl2NO21P5
Source: OMol25
Level of theory: ωB97M-V/def2-TZVPD

Structure (XYZ):
```
105
C20H56Cl2NO21P5 ωB97M-V/def2-TZVPD
C -0.78 -0.97 -0.52
C 0.62 -0.42 -0.37
O 1.59 -1.15 -0.15
N 0.76 0.91 -0.34
C 1.99 1.63 -0.15
H -0.72 -2.05 -0.62
H -1.29 -0.56 -1.39
H -1.34 -0.73 0.39
H -0.08 1.46 -0.42
H 1.88 2.69 0.03
H 2.59 1.50 -1.05
H 2.58 1.17 0.65
C -4.40 3.02 2.32
O -3.17 2.66 2.98
P -1.77 2.88 2.28
O -1.47 1.94 1.18
O -1.77 4.43 1.99
C -0.70 5.01 1.24
O -0.65 2.69 3.44
C -0.70 1.59 4.34
H -5.10 3.33 3.08
H -4.78 2.17 1.77
H -4.22 3.83 1.61
H -1.14 5.48 0.36
H -0.01 4.27 0.83
H -0.11 5.72 1.82
H -0.64 2.01 5.34
H 0.11 0.88 4.21
H -1.62 1.00 4.35
C 8.99 -2.29 -0.06
O 7.68 -1.71 -0.02
P 7.38 -0.68 -1.22
O 7.57 -1.26 -2.55
O 5.91 -0.14 -0.87
C 4.89 -1.09 -0.57
O 8.26 0.62 -1.00
C 8.20 1.25 0.29
H 9.01 -2.99 0.77
H 9.79 -1.56 -0.03
H 9.12 -2.85 -0.99
H 4.33 -0.75 0.30
H 5.30 -2.05 -0.22
H 4.19 -1.27 -1.38
H 7.81 2.26 0.20
H 9.19 1.20 0.74
H 7.57 0.73 1.01
C -2.64 -5.19 5.53
O -3.27 -4.22 4.70
P -2.77 -2.69 4.75
O -2.83 -2.03 6.06
O -1.31 -2.61 4.08
C -1.15 -3.10 2.74
O -3.76 -2.12 3.62
C -3.87 -0.72 3.36
H -3.47 -5.79 5.91
H -2.03 -4.77 6.33
H -1.98 -5.85 4.96
H -0.11 -3.43 2.63
H -1.35 -2.35 1.98
H -1.78 -3.98 2.64
H -3.08 -0.23 3.93
H -4.88 -0.40 3.59
H -3.57 -0.48 2.33
C 4.02 5.17 -5.02
O 4.01 5.19 -3.58
P 3.08 4.24 -2.73
O 3.27 4.28 -1.27
O 1.61 4.56 -3.30
C 0.51 3.82 -2.80
O 3.37 2.80 -3.34
C 4.34 1.88 -2.86
H 3.43 4.32 -5.38
H 5.04 4.88 -5.26
H 3.64 6.09 -5.44
H -0.32 4.04 -3.48
H 0.20 4.20 -1.82
H 0.70 2.75 -2.64
H 5.03 2.28 -2.12
H 4.97 1.64 -3.72
H 3.98 0.87 -2.64
C -7.89 -3.58 -2.35
O -7.18 -2.98 -1.28
P -6.75 -1.44 -1.33
O -6.29 -0.96 -2.65
O -7.98 -0.64 -0.68
C -9.20 -0.60 -1.42
O -5.70 -1.34 -0.14
C -4.30 -1.36 -0.43
H -8.97 -3.40 -2.26
H -7.69 -4.65 -2.40
H -7.65 -3.10 -3.31
H -9.05 -0.68 -2.50
H -9.68 0.34 -1.17
H -9.85 -1.40 -1.08
H -3.87 -0.44 -0.04
H -4.17 -1.39 -1.52
H -3.78 -2.23 -0.04
Cl -0.42 -3.14 -3.42
C 1.26 -2.75 -2.99
C 1.91 -3.92 -2.28
Cl 1.45 -4.21 -0.58
H 1.38 -1.83 -2.42
H 1.70 -2.58 -3.97
H 2.99 -3.74 -2.24
H 1.80 -4.84 -2.85
```

Its orbital gap is 9.768 eV. As for the largest force on an atom: 2.31 eV Å⁻¹. For the total energy, the calculation gives -5058.05133 Eh. The energy relative to the best compared isomer or geometry (same formula, charge and spin) comes out at 0.000 eV. As for the structure (SMILES): COP(=O)(OC)OC.COP(=O)(OC)OC.COP(=O)(OC)OC.COP(=O)(OC)OC.COP(=O)(OC)OC.CNC(C)=O.ClCCCl.

---

No. 8
Formula: C23H50HgNO9S4
Source: OMol25
Level of theory: ωB97M-V/def2-TZVPD

Structure (XYZ):
```
88
C23H50HgNO9S4 ωB97M-V/def2-TZVPD
Hg 16.20 0.54 -2.72
C 19.62 1.58 -2.34
O 18.43 0.89 -2.41
H 19.77 2.00 -3.33
H 19.53 2.42 -1.65
H 20.48 0.96 -2.11
C 20.43 0.01 4.26
C 19.76 -0.42 2.95
N 20.55 -0.83 1.74
C 19.70 -0.96 0.53
C 18.60 -2.01 0.40
C 21.34 -2.01 1.90
C 22.31 -2.27 0.67
H 19.61 0.08 4.96
H 21.09 0.86 4.07
H 21.03 -0.78 4.71
H 18.93 -1.07 3.23
H 19.32 0.55 2.70
H 19.28 0.04 0.53
H 20.33 -0.84 -0.35
H 17.98 -1.81 -0.48
H 18.79 -3.07 0.53
H 17.90 -1.82 1.22
H 20.88 -2.99 2.00
H 21.83 -1.92 2.87
H 23.02 -2.92 1.18
H 22.84 -1.35 0.44
H 21.91 -2.69 -0.26
C 17.77 3.21 2.16
C 16.41 3.90 2.36
C 15.45 2.75 2.17
S 16.26 1.77 0.73
O 15.77 2.04 -0.63
O 16.30 0.34 1.18
C 17.81 2.54 0.89
H 17.81 2.58 3.05
H 18.63 3.89 2.23
H 16.35 4.71 1.64
H 16.20 4.33 3.34
H 14.38 2.94 2.11
H 15.60 2.05 3.00
H 17.94 3.20 0.03
H 18.60 1.83 0.68
C 19.60 3.35 -6.75
C 19.37 4.87 -6.82
C 20.15 5.52 -5.64
S 21.73 4.76 -5.84
O 22.26 4.82 -4.51
O 22.51 5.24 -6.96
C 21.06 3.12 -6.21
H 19.69 3.06 -7.79
H 18.81 2.93 -6.13
H 18.30 5.04 -6.80
H 19.81 5.32 -7.71
H 19.73 5.24 -4.67
H 20.15 6.60 -5.53
H 21.17 2.45 -5.35
H 21.88 2.85 -6.88
C 23.06 1.80 -2.84
C 23.57 0.68 -1.83
C 24.80 1.36 -1.11
S 25.74 2.31 -2.37
O 26.77 1.40 -2.87
O 26.08 3.69 -1.99
C 24.26 2.53 -3.43
H 22.32 2.44 -2.35
H 22.73 1.48 -3.83
H 23.84 -0.19 -2.44
H 22.82 0.29 -1.14
H 25.53 0.72 -0.61
H 24.37 2.00 -0.34
H 24.62 2.24 -4.42
H 24.28 3.62 -3.39
C 20.61 -2.86 -3.83
C 19.91 -3.67 -4.90
C 18.51 -3.09 -4.95
S 17.97 -2.81 -3.27
O 17.38 -4.07 -2.80
O 17.27 -1.58 -3.13
C 19.69 -2.65 -2.68
H 21.00 -1.86 -4.06
H 21.57 -3.36 -3.72
H 19.90 -4.73 -4.61
H 20.49 -3.63 -5.83
H 17.80 -3.80 -5.37
H 18.55 -2.12 -5.45
H 19.73 -3.41 -1.91
H 19.70 -1.63 -2.30
```

Its orbital gap (alpha / beta) is 8.194 / 6.474 eV. As for the largest force on an atom: 3.90 eV Å⁻¹. For the total energy, the calculation gives -3384.14656 Eh. Its spin multiplicity is 2. Its expectation value of S² is 0.76.

---

No. 9
Formula: C33H26Cl2N7O4PPbS5
Source: OMol25
Level of theory: ωB97M-V/def2-TZVPD

Structure (XYZ):
```
79
C33H26Cl2N7O4PPbS5 ωB97M-V/def2-TZVPD
Pb -0.44 0.31 -1.25
Cl -6.00 2.62 2.40
C -5.21 1.97 1.03
C -3.95 2.52 0.73
C -3.15 1.86 -0.22
N -1.85 2.14 -0.43
C -1.30 3.34 -0.05
O -1.86 4.24 0.62
C 0.08 3.60 -0.57
C 0.76 4.71 -0.11
C 1.99 5.02 -0.65
C 2.55 4.17 -1.61
C 1.79 3.04 -2.00
N 0.58 2.81 -1.53
C -3.74 0.80 -1.04
C -5.09 0.43 -0.85
C -5.80 0.94 0.24
Cl -7.38 0.39 0.57
N -2.87 0.14 -1.84
C -3.33 -0.35 -3.04
O -4.50 -0.78 -3.23
C -2.41 -0.36 -4.21
C -2.92 -0.94 -5.40
C -2.10 -0.88 -6.50
C -0.91 -0.14 -6.44
C -0.49 0.32 -5.19
N -1.24 0.24 -4.09
H -3.59 3.32 1.37
H 0.25 5.31 0.64
H 2.55 5.90 -0.33
H 3.51 4.39 -2.04
H 2.21 2.31 -2.73
H -5.55 -0.23 -1.57
H -3.92 -1.35 -5.37
H -2.37 -1.38 -7.45
H -0.28 0.08 -7.29
H 0.48 0.81 -5.07
S 1.38 -2.67 -3.15
C 2.61 -2.76 -1.96
C 2.66 -3.80 -1.05
C 3.50 -3.72 0.07
C 3.32 -4.64 1.11
N 2.99 -5.38 1.98
C 4.48 -2.70 0.09
C 4.59 -1.83 -0.97
C 3.59 -1.72 -1.98
S 3.56 -0.41 -3.05
C 5.46 -2.51 1.09
N 6.25 -2.38 1.95
H 1.91 -4.59 -1.12
H 5.40 -1.08 -0.94
S -2.35 -4.45 -3.43
C -0.94 -4.09 -2.94
N 0.22 -3.74 -2.60
C 2.16 -2.37 4.91
C 2.83 -1.73 3.70
C 3.35 -0.28 3.87
O 1.81 -1.82 2.55
P 0.65 -0.78 2.16
S -0.62 -1.72 0.98
S 1.31 0.82 1.21
O 0.08 -0.42 3.61
C -0.97 0.44 4.10
C -0.70 1.92 3.77
C -2.31 -0.01 3.54
H 2.80 -2.40 5.78
H 1.90 -3.37 4.68
H 1.22 -1.85 5.17
H 3.66 -2.34 3.31
H 2.58 0.38 4.31
H 3.58 0.10 2.88
H 4.29 -0.21 4.48
H -0.91 0.26 5.19
H -1.00 2.26 2.76
H 0.35 2.16 3.83
H -1.26 2.58 4.42
H -2.52 0.44 2.57
H -3.14 0.17 4.23
H -2.32 -1.09 3.35
```

Its orbital gap is 6.266 eV. As for the largest force on an atom: 6.15 eV Å⁻¹. For the total energy, the calculation gives -5403.16588 Eh. The energy relative to the best compared isomer or geometry (same formula, charge and spin) comes out at 0.000 eV. As for the net charge: -2.

---

No. 10
Formula: C4H11N3O
Source: OMol25
Level of theory: ωB97M-V/def2-TZVPD

Structure (XYZ):
```
19
C4H11N3O ωB97M-V/def2-TZVPD
C 1.41 -0.65 -0.25
C 0.33 -0.66 0.83
C 1.92 1.82 -0.26
C -2.00 0.19 0.84
N 2.30 0.55 -0.29
N -0.87 -0.12 0.09
N -1.26 -0.96 -0.99
O 1.43 -1.45 -1.11
H 0.37 -1.70 1.08
H 0.49 0.06 1.63
H 0.90 2.27 -0.19
H 2.66 2.58 -0.16
H -2.54 0.82 0.10
H -2.43 -0.70 1.22
H -1.85 0.83 1.74
H 3.31 0.39 -0.43
H -1.50 -0.29 -1.72
H -2.12 -1.45 -0.77
H -0.55 -1.54 -1.38
```

Its orbital gap is 8.925 eV. As for the largest force on an atom: 4.47 eV Å⁻¹. For the total energy, the calculation gives -397.76214 Eh. The energy relative to the best compared isomer or geometry (same formula, charge and spin) comes out at 2.518 eV. As for the structure (SMILES): C=[NH+]C(=O)CN(C)[NH3+]. As for the net charge: +2.